Entry 1:
A 2-piece molecular cluster, C4H12 overall in a non-equilibrium geometry, computed with ωB97M-V/def2-TZVPD.

```
16
Properties=species:S:1:pos:R:3
C 0.44954 -1.84136 -1.52980
C 1.65396 -0.85915 -1.19201
H 0.02657 -2.25442 -0.61759
H -0.26107 -1.21791 -2.04836
H 0.83337 -2.67748 -2.10383
H 2.59894 -1.26259 -1.53522
H 1.77691 -0.71097 -0.11997
H 1.33288 0.06868 -1.64142
C -0.41685 1.68743 1.55496
C -1.68512 0.92973 1.16711
H 0.28500 1.72957 0.72379
H -0.55653 2.75855 1.71671
H 0.16730 1.25566 2.35969
H -1.86208 0.87526 0.10314
H -1.84755 -0.04112 1.62527
H -2.49528 1.56013 1.53751
```

Calculated values
ΔE to the lowest compared entry with this formula, charge and spin ... 0.535 eV
E ... -159.56530 Eh
SMILES ... CC.CC
E_LUMO ... 0.0426 hartree
Charge ... 0
Highest occupied orbital energy ... -11.48 eV

Atom charges from the natural (NBO) analysis, given in e for atoms 1 to 2: C -0.610; C -0.612

***

Entry 2:
C46H52BiFN5O2Se as an isolated structure, computed with ωB97M-V/def2-TZVPD.

```
108
Properties=species:S:1:pos:R:3
Bi -0.70761 -0.46890 0.56504
C -1.54850 2.54473 -1.82156
C -0.39831 3.16341 -2.62635
C -0.19229 2.41599 -3.94201
C 0.86382 3.41486 -1.80354
C 0.86790 4.61609 -1.09386
C 1.93893 5.01377 -0.31317
C 3.06117 4.20239 -0.27603
C 3.10973 2.99858 -0.96646
C 4.39251 2.18608 -0.91437
C 4.91591 1.97993 0.50925
C 5.49445 2.83928 -1.75731
C 1.98182 2.54396 -1.70697
N 1.96169 1.25193 -2.22848
C 2.61421 1.06190 -3.38279
C 3.20910 2.09071 -4.17132
C 3.89067 1.84562 -5.35089
C 4.01810 0.56037 -5.86122
C 3.41283 -0.47655 -5.15274
C 2.73781 -0.21378 -3.99016
F 2.13839 -1.28113 -3.36769
H -2.44582 2.49036 -2.44575
H -1.78363 3.15366 -0.94425
H -1.36471 1.53520 -1.46577
H -0.74816 4.16688 -2.89158
H -0.04093 1.35170 -3.76940
H 0.67244 2.79367 -4.48930
H -1.07815 2.54290 -4.56922
H -0.00762 5.25503 -1.16251
H 1.91081 5.94787 0.23398
H 3.92616 4.52169 0.29570
H 4.17814 1.20713 -1.34589
H 5.30197 2.91311 0.92750
H 5.74243 1.26594 0.50609
H 4.14152 1.60718 1.18001
H 5.70501 3.84602 -1.38457
H 5.20779 2.91223 -2.80419
H 6.41690 2.25598 -1.69822
H 3.09293 3.10915 -3.81887
H 4.32446 2.68133 -5.88950
H 4.56281 0.36417 -6.77429
H 3.45010 -1.50093 -5.50426
N -0.11690 2.19247 1.41476
N 0.80435 1.90679 2.41893
C 0.88593 0.66425 3.02779
O 1.60753 0.54783 4.00434
O 0.14309 -0.30066 2.55098
H 0.33360 2.68383 0.64685
H -0.90335 2.73411 1.76131
H 1.29370 2.65360 2.88678
N 1.79883 -1.15899 0.19001
C 2.29223 -1.94927 1.25023
C 3.40525 -1.54012 1.97106
C 3.86479 -2.28333 3.04338
C 3.21805 -3.45603 3.39896
C 2.10260 -3.85906 2.68238
C 1.61318 -3.11793 1.60917
C 0.35795 -3.57876 0.94690
C 0.25297 -4.94123 0.64741
C -0.93024 -5.49728 0.18936
C -2.04602 -4.69032 0.03311
C -1.93958 -3.33138 0.29856
C -0.75206 -2.74274 0.72942
H 2.32808 -0.32482 -0.04676
H 1.63295 -1.67943 -0.66160
H 3.89782 -0.61630 1.69694
H 4.71891 -1.93301 3.60817
H 3.56165 -4.03888 4.24342
H 1.56354 -4.74900 2.98293
H 1.12536 -5.56977 0.78250
H -0.98019 -6.55374 -0.04340
H -2.98946 -5.11047 -0.29508
H -2.81580 -2.70227 0.17494
N -1.76685 -1.43024 -2.39511
C -2.83855 -0.73525 -2.96087
C -4.00816 -0.53606 -2.22607
C -5.04674 0.21065 -2.75708
C -4.94356 0.77294 -4.02332
C -3.78183 0.57003 -4.75614
C -2.74018 -0.18089 -4.23607
H -2.01062 -2.23996 -1.84383
H -0.99093 -1.60843 -3.01251
H -4.08700 -0.94065 -1.22257
H -5.94120 0.36422 -2.16620
H -5.75194 1.36745 -4.42786
H -3.68160 1.00252 -5.74417
H -1.83497 -0.33190 -4.81223
C -4.29067 -2.69671 7.14949
C -4.00503 -2.07055 5.81005
C -4.58208 -2.55926 4.64810
C -4.33668 -1.98675 3.40448
C -5.01703 -2.58821 2.20413
C -3.47536 -0.88012 3.31925
Se -3.19328 -0.03656 1.60316
C -2.89632 -0.35674 4.48491
C -1.98686 0.84195 4.51075
C -3.17310 -0.96935 5.70452
H -4.85469 -3.62286 7.03829
H -4.87436 -2.02228 7.78020
H -3.36583 -2.92338 7.68250
H -5.24716 -3.41524 4.70546
H -5.77422 -3.30595 2.52134
H -4.29914 -3.10799 1.57342
H -5.48960 -1.82196 1.58941
H -0.95358 0.53023 4.66377
H -2.26531 1.50164 5.33491
H -2.03694 1.39937 3.57869
H -2.71418 -0.56129 6.60032
```

Calculated values
ΔE to the lowest compared entry with this formula, charge and spin ... 0.362 eV
E ... -4924.37108 Eh
E_LUMO ... 0.0887 hartree
Charge ... -1
Highest occupied orbital energy ... -3.85 eV

Atom charges from the Mulliken analysis, given in e for atoms 1 to 2: Bi 2.735; C -1.040